(w)
C2H16NO5 | ωB97M-V with the def2-TZVPD basis set

Last column: Mulliken charge in e.
Geometry (Å):
C  1.797  -2.225  -0.672  -0.539
O  2.271  -2.530  0.618  -0.514
C  1.638  -0.716  -0.796  -0.314
N  0.715  -0.237  0.305  -0.315
H  0.835  -2.673  -0.894  0.316
H  2.509  -2.572  -1.419  0.390
H  3.170  -2.837  0.559  0.328
H  2.592  -0.277  -0.521  0.305
H  1.288  -0.385  -1.767  0.242
H  0.958  0.706  0.575  0.347
H  0.699  -0.893  1.086  0.357
H  -0.248  -0.138  -0.030  0.357
H  -3.245  -1.970  0.914  0.309
H  -3.839  -0.748  0.278  0.321
O  -3.186  -1.008  0.937  -0.617
H  -1.239  3.216  1.197  0.324
H  -1.510  4.499  2.012  0.317
O  -1.019  3.672  2.015  -0.641
H  -1.925  0.703  1.941  0.289
H  -0.920  1.648  2.586  0.343
O  -0.981  0.896  1.975  -0.607
H  -0.123  2.067  -3.829  0.323
H  -0.114  0.508  -3.808  0.322
O  -0.124  1.294  -3.261  -0.644

The calculation puts the HOMO energy at -14.56 eV. The calculation puts the orbital gap at 11.7 eV. The charge is +1.

(x)
C2H16NO5 | ωB97M-V with the def2-TZVPD basis set

Last column: Mulliken charge in e.
Geometry (Å):
C  1.029  0.628  0.812  -0.347
O  0.323  1.768  0.358  -0.594
C  0.841  -0.548  -0.162  -0.590
N  -0.623  -0.773  -0.498  -0.046
H  0.498  0.385  1.749  0.252
H  2.058  0.872  1.052  0.396
H  0.904  2.540  0.183  0.330
H  1.400  -0.230  -1.044  0.371
H  1.197  -1.466  0.276  0.386
H  -1.074  0.159  -0.584  0.140
H  -0.913  -1.190  0.395  0.314
H  -0.825  -1.412  -1.267  0.362
H  -1.277  -2.066  2.786  0.310
H  0.284  -1.921  2.875  0.302
O  -0.445  -2.062  2.289  -0.625
H  -2.759  2.036  -0.470  0.332
H  -1.197  2.007  -0.505  0.445
O  -2.016  1.853  -1.041  -0.715
H  3.339  3.259  -0.662  0.293
H  2.167  3.603  -1.580  0.300
O  2.402  3.286  -0.726  -0.612
H  -1.417  -3.907  -0.760  0.336
H  -1.959  -3.501  -2.199  0.336
O  -1.939  -3.318  -1.276  -0.674

The calculation puts the HOMO energy at -14.46 eV. The calculation puts the orbital gap at 11.7 eV. The charge is +1.

The relative energies come out as (w) 0.0078; (x) 0.0000, with values in hartree.

(w)
C3H10OS2 | ωB97M-V with the def2-TZVPD basis set

Last column: Mulliken charge in e.
Geometry (Å):
S  0.960  -1.198  0.881  -0.090
S  3.118  -0.651  -1.060  -0.030
C  0.000  0.000  0.000  -0.735
C  4.095  -2.093  -0.989  -0.790
C  2.664  -0.644  0.648  -0.631
H  -0.098  -0.371  -1.034  0.299
H  0.579  0.938  -0.016  0.209
H  -1.008  0.215  0.394  0.309
H  4.827  -2.139  -1.814  0.314
H  3.401  -2.945  -1.088  0.269
H  4.637  -2.189  -0.033  0.243
H  3.436  -1.181  1.233  0.295
H  2.690  0.420  0.953  0.339
O  -2.884  3.220  0.215  -0.648
H  -2.766  3.795  -0.575  0.324
H  -3.585  2.581  -0.046  0.324

The calculation puts the HOMO energy at -8.14 eV. The calculation puts the orbital gap at 8.8 eV. The charge is 0.

(x)
C3H10OS2 | ωB97M-V with the def2-TZVPD basis set

Last column: Mulliken charge in e.
Geometry (Å):
C  0.549  -0.904  2.241  -0.790
S  0.136  0.557  3.250  -0.059
S  -1.868  0.114  3.592  -0.200
H  0.443  -1.782  2.871  0.384
H  -0.126  -0.955  1.394  0.258
H  1.560  -0.708  1.903  0.257
H  -2.212  1.391  3.780  0.147
C  0.806  0.093  -2.120  -0.264
O  0.993  0.275  -0.729  -0.450
C  -0.617  0.217  -2.576  -1.032
H  1.143  -0.922  -2.336  0.268
H  1.444  0.761  -2.714  0.264
H  0.749  1.169  -0.479  0.281
H  -1.294  -0.391  -1.973  0.263
H  -0.694  -0.152  -3.599  0.345
H  -1.013  1.235  -2.504  0.326

The calculation puts the HOMO energy at -8.11 eV. The calculation puts the orbital gap at 8.7 eV. The charge is 0.

(y)
C3H10OS2 | ωB97M-V with the def2-TZVPD basis set

Last column: Mulliken charge in e.
Geometry (Å):
C  -0.563  -1.719  0.998  -0.964
C  0.014  -0.798  -0.071  -0.366
S  -0.791  0.734  -0.276  -0.181
S  0.338  1.149  2.017  -0.125
C  1.479  2.001  1.117  -0.784
H  -1.651  -1.885  0.836  0.288
H  -0.044  -2.639  0.937  0.341
H  -0.478  -1.245  1.969  0.270
H  -0.126  -1.208  -1.108  0.366
H  1.086  -0.675  0.250  0.229
H  1.117  2.727  0.431  0.343
H  2.164  1.313  0.564  0.257
H  2.187  2.628  1.757  0.304
H  -0.816  -0.187  -3.205  0.305
H  -2.238  0.203  -2.783  0.328
O  -1.675  -0.399  -3.434  -0.609

The calculation puts the HOMO energy at -9.17 eV. The calculation puts the orbital gap at 7.5 eV. The charge is 0.

The relative energies come out as (w) 0.0070; (x) 0.0000; (y) 0.0628, with values in hartree.

(w)
C2H3IN2O | ωB97M-V with the def2-TZVPD basis set

Last column: Mulliken charge in e.
Geometry (Å):
C  -0.049  0.340  -0.873  0.091
C  0.487  0.160  0.575  0.598
N  -1.201  0.403  -1.208  -0.543
N  -0.156  -0.675  1.421  -0.391
O  1.566  0.666  0.865  -0.555
I  1.712  0.522  -2.109  0.045
H  -1.572  0.557  -2.183  0.291
H  -1.143  -1.016  1.311  0.233
H  0.356  -0.958  2.200  0.231

The calculation puts the HOMO energy at -9.25 eV. The calculation puts the orbital gap at 9.5 eV. The charge is 0.

(x)
C2H3IN2O | ωB97M-V with the def2-TZVPD basis set

Last column: Mulliken charge in e.
Geometry (Å):
C  1.288  0.066  -1.481  -0.447
C  2.300  0.722  -1.471  -0.378
N  1.322  -2.097  1.781  0.831
N  1.722  -1.087  1.695  -0.290
O  0.767  -3.107  1.814  -0.541
I  -2.164  0.057  1.736  -0.115
H  0.343  -0.332  -1.316  0.433
H  -3.212  -1.097  1.361  0.112
H  3.260  1.135  -1.618  0.396

The calculation puts the HOMO energy at -10.27 eV. The calculation puts the orbital gap at 10.8 eV. The charge is 0.

The relative energies come out as (w) 0.0000; (x) 0.1465, with values in hartree.

(w)
CH4OS2 | ωB97M-V with the def2-TZVPD basis set

Last column: Mulliken charge in e.
Geometry (Å):
C  1.211  -0.031  0.421  0.186
H  -0.167  0.642  -1.309  0.243
H  1.513  0.119  1.471  0.329
H  -0.346  -1.083  -0.831  0.176
H  -1.519  -1.717  0.585  0.075
O  1.700  -0.857  -0.301  -0.414
S  -0.076  1.099  -0.047  -0.153
S  -1.195  -0.531  0.045  -0.443

The calculation puts the HOMO energy at -6.79 eV. The calculation puts the orbital gap at 6.9 eV. The charge is 0.

(x)
CH4OS2 | ωB97M-V with the def2-TZVPD basis set

Last column: Mulliken charge in e.
Geometry (Å):
C  -1.198  0.103  -0.640  -0.579
O  2.661  0.445  1.061  -0.273
S  -0.985  -1.266  0.592  -0.190
S  3.558  0.258  -0.094  0.275
H  -2.028  0.817  -0.194  0.228
H  -1.473  -0.281  -1.651  0.257
H  -0.216  0.581  -0.623  0.178
H  -0.321  -0.660  1.550  0.104

The calculation puts the HOMO energy (alpha / beta) at -8.91 / -8.91 eV. The calculation puts the orbital gap (alpha / beta) at 7.2 / 7.2 eV. The charge is 0.

The relative energies come out as (w) 0.1335; (x) 0.0000, with values in hartree.